# 1
Molecular formula: C3H3NO3
Method: DFT, the ωB97M-V functional and the def2-TZVPD basis

Summary:
HOMO-LUMO gap, eV: 9.86
HOMO level, eV: -10.4
LUMO level, eV: -0.533
2S+1: 1
Relative energy (zero: lowest compared OMol25 entry of this formula, charge and spin), kJ/mol: 196.2

Each line ends with the natural charge from an NBO analysis.
Element x y z (Å)
N -0.410 -0.554 -0.581  -0.693
C 0.361 0.183 0.248  0.540
O -0.186 0.630 1.245  -0.551
C -1.759 -0.404 0.063  0.575
O -2.274 -1.239 0.737  -0.477
C 1.834 0.488 0.004  0.339
O 2.406 1.195 0.789  -0.419
H -0.131 -0.942 -1.479  0.424
H -2.179 0.591 -0.146  0.140
H 2.338 0.054 -0.880  0.122

Cartesian forces, eV/Å:
0.0 0.0 0.3
-0.2 0.3 0.5
0.6 0.2 0.0
-0.5 -0.5 -0.2
0.3 0.2 -0.9
0.4 0.3 0.3
-0.1 -0.4 -0.6
-0.4 0.1 0.5
0.0 -0.2 0.0
-0.1 0.0 0.0

=====

# 2
Molecular formula: C18H22N6ReSbSe4
Method: DFT, the ωB97M-V functional and the def2-TZVPD basis

Summary:
HOMO-LUMO gap (spin up / spin down), eV: 4.77 / 4.77
Total charge: +2
HOMO level (spin up / spin down), eV: -14.0 / -14.0
LUMO level (spin up / spin down), eV: -9.212 / -9.211
2S+1: 1
Relative energy (zero: lowest compared OMol25 entry of this formula, charge and spin), kJ/mol: 260.1

Each line ends with the natural charge from an NBO analysis.
Element x y z (Å)
Re -0.466 1.505 -0.119  0.795
N 3.930 2.275 -0.156  -0.289
C 2.869 1.928 -0.888  0.250
N 1.801 1.937 -0.112  -0.549
C 2.279 2.306 1.112  0.270
N 3.573 2.514 1.096  -0.179
C 1.394 2.360 2.250  0.135
C 1.853 2.563 3.557  0.070
N 1.045 2.463 4.587  -0.288
C -0.224 2.185 4.359  0.034
C -0.709 2.024 3.064  0.059
N 0.096 2.108 2.008  -0.477
H 4.902 2.351 -0.431  0.461
H 2.885 1.693 -1.933  0.254
H 2.898 2.778 3.725  0.246
H -0.883 2.073 5.208  0.245
H -1.755 1.800 2.894  0.241
Se -1.625 5.520 0.881  -0.338
Sb -2.746 4.105 -0.734  0.963
Se -2.747 1.580 0.463  -0.036
Se -0.562 2.904 -1.989  0.016
Se -4.384 3.422 -2.391  -0.174
C 0.391 -1.651 2.280  -0.604
C 1.109 -1.438 0.941  -0.233
C 2.568 -1.892 1.031  -0.606
C 0.374 -2.143 -0.170  0.084
C 0.531 -3.497 -0.354  -0.240
C -0.132 -4.174 -1.370  -0.056
C -0.983 -3.484 -2.219  -0.229
C -1.182 -2.122 -2.109  0.129
C -2.189 -1.445 -2.989  -0.267
C -3.414 -1.078 -2.148  -0.588
C -1.617 -0.234 -3.713  -0.598
C -0.480 -1.405 -1.076  0.042
N -0.584 -0.112 -0.888  -0.285
H 0.888 -1.081 3.062  0.216
H 0.423 -2.699 2.560  0.236
H -0.654 -1.345 2.224  0.207
H 1.115 -0.356 0.718  0.164
H 2.637 -2.887 1.459  0.228
H 3.136 -1.224 1.674  0.220
H 3.028 -1.906 0.045  0.220
H 1.177 -4.045 0.314  0.239
H 0.007 -5.238 -1.482  0.247
H -1.508 -4.029 -2.989  0.245
H -2.504 -2.168 -3.748  0.232
H -3.115 -0.441 -1.313  0.184
H -3.881 -1.974 -1.748  0.228
H -4.135 -0.542 -2.758  0.230
H -1.297 0.525 -2.999  0.186
H -2.369 0.202 -4.362  0.235
H -0.763 -0.513 -4.321  0.223

Cartesian forces, eV/Å:
-0.8 -2.2 -2.4
-0.5 -0.2 -0.5
0.1 0.0 -0.3
-0.8 -0.3 0.6
0.8 0.0 -0.7
-0.2 0.2 1.1
0.2 0.1 0.8
0.0 0.0 -0.9
0.1 0.1 0.7
-0.2 0.0 -0.5
-0.6 -0.1 0.5
0.3 -0.4 -0.9
-0.1 0.0 -0.1
0.1 -0.1 -0.2
0.1 0.0 0.1
-0.1 0.0 0.0
0.1 0.1 0.0
-0.8 -0.6 -0.9
0.3 0.0 0.4
0.1 0.3 -0.2
-0.2 -0.1 0.5
1.0 0.3 1.1
0.0 0.2 -0.2
0.1 -0.1 0.1
-0.1 0.2 -0.1
0.0 0.5 0.0
0.1 0.0 0.1
0.0 0.3 0.1
0.0 0.0 -0.1
0.0 0.2 -0.1
-0.1 0.0 -0.1
0.2 0.0 0.0
0.1 0.1 0.2
0.1 -2.2 0.0
0.9 4.1 2.0
0.0 0.1 0.1
0.0 -0.2 0.0
-0.1 0.0 0.1
0.0 -0.3 0.1
0.1 -0.1 0.0
0.0 0.1 0.1
0.1 0.0 0.0
0.1 -0.1 0.0
0.0 -0.1 0.0
-0.1 0.0 -0.1
0.1 0.0 0.1
-0.1 0.0 -0.1
-0.1 0.0 0.1
-0.2 0.1 -0.1
-0.1 0.0 -0.2
-0.1 0.1 -0.1
0.1 0.0 -0.1

=====

# 3
Molecular formula: C57H51ClI2NO2P2PbSSi
Method: DFT, the ωB97M-V functional and the def2-TZVPD basis

Summary:
HOMO-LUMO gap, eV: 7.07
Total charge: -1
HOMO level, eV: -5.0
LUMO level, eV: 2.063
2S+1: 1
Relative energy (zero: lowest compared OMol25 entry of this formula, charge and spin), kJ/mol: 245.4

Each line ends with the Löwdin charge.
Element x y z (Å)
Pb 0.547 0.364 -0.085  0.757
O -3.463 3.044 0.383  -0.517
S -2.777 1.790 0.806  0.804
C -2.747 1.966 2.646  -0.329
C -3.912 2.547 3.142  -0.083
C -3.989 3.010 4.439  -0.070
C -2.865 2.934 5.251  -0.071
C -1.706 2.358 4.765  -0.097
C -1.610 1.844 3.466  -0.330
P -0.051 0.934 2.973  1.019
C 1.278 2.173 3.243  -0.383
C 2.687 1.646 3.042  -0.198
C 3.753 2.777 2.835  -0.162
C 3.410 4.145 3.312  -0.059
C 2.144 4.466 3.559  -0.072
C 1.063 3.475 3.443  -0.124
C 0.244 -0.057 4.521  -0.339
C 0.861 0.477 5.656  -0.118
C 1.013 -0.281 6.809  -0.091
C 0.564 -1.596 6.844  -0.096
C -0.015 -2.150 5.712  -0.073
C -0.166 -1.388 4.559  -0.123
C -4.049 0.526 0.551  -0.359
C -5.378 0.944 0.516  -0.081
C -6.373 0.046 0.193  -0.072
C -6.042 -1.271 -0.122  -0.070
C -4.719 -1.668 -0.135  -0.094
C -3.690 -0.769 0.171  -0.348
P -1.914 -1.337 0.315  0.987
C -1.728 -2.440 -1.150  -0.360
C -2.558 -2.296 -2.265  -0.102
C -2.422 -3.132 -3.364  -0.097
C -1.418 -4.089 -3.398  -0.080
C -0.551 -4.200 -2.321  -0.081
C -0.704 -3.387 -1.205  -0.138
C -2.377 -2.462 1.717  -0.373
C -2.904 -1.866 2.862  -0.120
C -3.350 -2.636 3.925  -0.087
C -3.272 -4.021 3.859  -0.098
C -2.740 -4.623 2.727  -0.080
C -2.299 -3.850 1.659  -0.081
H -4.756 2.671 2.474  0.091
H -4.907 3.451 4.806  0.104
H -2.890 3.326 6.261  0.103
H -0.843 2.306 5.414  0.092
H 2.924 0.863 3.767  0.147
H 4.740 2.453 3.163  0.148
H 4.205 4.880 3.386  0.100
H 1.872 5.478 3.840  0.100
H 0.047 3.845 3.514  0.095
H 1.234 1.495 5.644  0.098
H 1.487 0.154 7.681  0.097
H 0.678 -2.186 7.746  0.096
H -0.343 -3.184 5.711  0.104
H -0.582 -1.839 3.670  0.028
H -5.610 1.984 0.711  0.099
H -7.410 0.363 0.186  0.103
H -6.821 -1.982 -0.368  0.103
H -4.471 -2.691 -0.388  0.112
H -3.302 -1.512 -2.294  0.103
H -3.096 -3.024 -4.206  0.103
H -1.297 -4.722 -4.269  0.101
H 0.259 -4.920 -2.346  0.102
H -0.005 -3.472 -0.382  0.018
H -2.961 -0.785 2.931  0.095
H -3.748 -2.154 4.810  0.106
H -3.624 -4.628 4.686  0.096
H -2.662 -5.703 2.673  0.100
H -1.887 -4.331 0.783  0.092
I 0.241 3.243 -0.080  0.282
Cl 1.006 -2.197 1.516  -0.145
I 5.797 4.090 -0.004  0.863
C 4.756 2.329 0.414  -0.679
C 5.150 1.142 -0.037  -0.148
C 4.494 -0.084 0.436  -0.076
C 3.499 -0.004 1.329  -0.192
N 2.894 1.208 1.636  -0.081
C 3.573 2.494 1.307  -0.320
H 5.994 1.053 -0.708  0.093
H 4.861 -1.043 0.101  0.097
H 3.058 -0.871 1.808  0.026
H 2.852 3.196 0.879  0.036
C 0.478 1.234 -6.375  -0.095
C -0.271 0.663 -5.161  -0.594
C -1.234 1.738 -4.627  -0.095
C -1.102 -0.545 -5.614  -0.095
Si 0.893 0.194 -3.719  0.426
O 0.106 0.136 -2.326  -0.556
C 2.316 1.456 -3.731  -0.208
C 3.610 1.139 -4.162  -0.089
C 4.638 2.075 -4.128  -0.101
C 4.401 3.354 -3.640  -0.130
C 3.127 3.693 -3.201  -0.099
C 2.100 2.758 -3.261  -0.133
C 1.762 -1.475 -3.987  -0.203
C 2.090 -2.219 -2.846  -0.094
C 2.779 -3.424 -2.930  -0.097
C 3.164 -3.917 -4.172  -0.107
C 2.862 -3.194 -5.320  -0.102
C 2.172 -1.989 -5.223  -0.107
H -0.240 1.612 -7.113  0.077
H 1.092 0.471 -6.866  0.064
H 1.139 2.057 -6.092  0.070
H -2.010 1.956 -5.374  0.079
H -0.707 2.671 -4.402  0.074
H -1.723 1.404 -3.708  0.071
H -1.815 -0.251 -6.396  0.079
H -1.669 -0.955 -4.773  0.057
H -0.474 -1.350 -6.011  0.067
H 3.824 0.140 -4.528  0.090
H 5.628 1.809 -4.480  0.093
H 5.205 4.080 -3.600  0.083
H 2.930 4.684 -2.806  0.099
H 1.112 3.042 -2.919  0.024
H 1.797 -1.847 -1.869  0.069
H 3.013 -3.977 -2.027  0.103
H 3.697 -4.858 -4.245  0.091
H 3.169 -3.568 -6.291  0.093
H 1.958 -1.435 -6.134  0.087

Cartesian forces, eV/Å:
0.4 -0.6 -0.6
0.2 -0.2 0.1
0.0 0.2 0.1
0.1 0.1 0.1
-0.1 -0.1 -0.1
0.1 0.0 0.1
0.0 0.0 0.0
-0.1 -0.1 0.0
-0.1 -0.1 -0.1
-0.1 0.2 0.6
-0.1 0.1 -0.2
0.0 0.1 -0.1
-0.2 -0.1 -0.1
0.2 0.0 0.0
-0.2 0.0 0.0
0.1 0.1 0.1
-0.1 0.0 -0.1
0.0 -0.1 0.0
0.0 0.0 0.0
0.0 0.0 0.0
0.0 0.0 -0.1
0.0 0.0 0.0
0.1 -0.2 -0.2
0.0 0.1 0.1
0.0 -0.1 0.0
0.0 0.0 0.0
0.0 0.1 0.0
0.1 0.2 0.1
-0.8 -0.4 0.1
-0.2 0.0 0.0
0.1 0.0 0.0
0.0 0.1 0.0
0.0 0.0 0.0
-0.1 0.0 0.0
0.0 0.0 0.0
0.2 -0.1 -0.1
0.0 -0.1 0.0
0.0 0.0 0.0
0.0 0.0 0.0
0.0 0.0 0.0
0.1 0.1 0.1
0.1 0.0 0.1
0.0 0.0 0.0
0.0 0.0 0.0
0.0 0.0 0.0
0.1 0.0 0.0
0.0 -0.1 0.0
-0.1 0.0 0.0
0.0 -0.1 0.0
0.0 0.0 0.0
0.0 0.0 0.0
0.0 0.0 0.0
0.0 0.0 0.0
0.0 0.1 0.0
0.1 0.0 0.0
0.0 0.0 -0.1
0.0 0.0 0.0
0.0 0.0 0.0
0.0 0.0 0.0
-0.1 0.0 0.0
0.1 0.1 0.0
0.0 0.0 0.1
0.0 0.0 0.0
0.0 0.0 0.0
0.0 0.0 0.0
0.0 0.0 0.0
0.0 0.0 0.0
0.0 0.0 0.0
0.0 0.0 0.0
-0.2 1.0 -0.1
0.0 -0.3 0.0
-0.1 0.0 0.0
0.0 0.1 0.0
-0.1 -0.2 0.0
0.2 0.2 -0.1
0.1 0.0 0.1
0.0 0.2 0.0
0.2 0.0 0.1
0.0 0.0 0.0
0.0 0.0 0.1
-0.1 0.0 -0.1
0.0 0.0 0.0
0.0 -0.1 0.1
-0.1 0.0 -0.2
0.1 0.0 0.0
0.0 -0.1 0.2
0.2 -0.1 0.0
0.0 0.1 0.3
0.1 0.0 0.1
0.0 0.0 0.0
-0.1 0.1 0.0
0.0 0.0 0.0
0.0 0.0 0.0
0.0 0.0 -0.1
0.1 -0.1 0.0
0.0 0.0 -0.1
0.0 0.0 -0.1
-0.1 0.1 0.1
0.0 0.0 0.0
0.0 0.0 0.1
0.0 0.0 0.0
0.0 0.1 0.0
0.0 0.0 0.0
0.1 0.0 0.0
-0.1 -0.1 0.0
0.0 0.0 -0.1
0.0 0.0 0.0
0.0 0.0 -0.1
-0.1 0.1 0.0
0.0 0.0 0.0
0.0 0.0 0.0
0.0 0.0 0.0
0.0 0.0 0.0
0.1 0.0 0.0
0.0 -0.1 0.0
0.0 0.0 0.0
0.0 0.0 0.0
0.0 0.0 0.0
0.0 -0.1 0.1

=====

# 4
Molecular formula: C6H8
Method: DFT, the ωB97M-V functional and the def2-TZVPD basis

Summary:
HOMO-LUMO gap, eV: 8.42
HOMO level, eV: -8.0
LUMO level, eV: 0.444
2S+1: 1
Relative energy (zero: lowest compared OMol25 entry of this formula, charge and spin), kJ/mol: 639.2

Each line ends with the natural charge from an NBO analysis.
Element x y z (Å)
C -0.507 1.325 -0.691  -0.191
C -1.659 -0.365 -0.620  0.109
C 0.249 1.292 0.572  -0.432
C -1.181 -0.744 0.694  -0.587
C 0.006 -0.078 0.040  -0.071
C 1.119 -0.964 -0.547  -0.609
H -0.271 1.620 -1.691  0.221
H 1.124 1.769 0.496  0.222
H -0.176 1.505 1.514  0.211
H -1.547 -0.371 1.656  0.233
H -1.129 -1.864 0.711  0.230
H 1.469 -0.239 -1.236  0.212
H 0.623 -1.775 -1.101  0.234
H 1.880 -1.109 0.203  0.218

Cartesian forces, eV/Å:
-3.4 -4.2 2.2
1.9 3.6 -0.7
-2.9 -0.3 -1.3
-0.6 -1.2 0.3
0.8 -1.2 -0.4
-1.8 1.7 0.2
0.5 0.0 -0.2
3.9 1.1 -0.3
-1.0 0.2 0.9
0.3 0.4 -0.2
-0.1 0.9 0.2
1.2 0.1 -1.2
0.8 -0.1 0.6
0.2 -0.9 0.1

=====

# 5
Molecular formula: C3H3N
Method: DFT, the ωB97M-V functional and the def2-TZVPD basis

Summary:
HOMO-LUMO gap, eV: 10.07
HOMO level, eV: -9.7
LUMO level, eV: 0.417
2S+1: 1
Relative energy (zero: lowest compared OMol25 entry of this formula, charge and spin), kJ/mol: 448.9

Each line ends with the natural charge from an NBO analysis.
Element x y z (Å)
C 1.295 0.973 -1.900  -0.387
C 0.682 0.523 -0.935  -0.168
C -0.528 -0.338 0.662  0.353
N -0.291 -0.186 1.835  -0.605
H 1.817 1.600 -2.557  0.227
H -1.256 -0.827 0.132  0.175
H -0.788 -0.517 2.623  0.406

Cartesian forces, eV/Å:
-1.5 -0.8 2.6
-0.9 -0.8 1.1
2.8 1.9 -0.3
1.5 1.0 -1.6
0.4 0.2 -0.7
-1.5 -1.0 -1.6
-0.8 -0.5 0.5